79
Properties=species:S:1:pos:R:3:lowdin_charge:R:1 method="wB97M-V/def2-TZVPD" largest_force_ev_per_a=5.9 total_charge=-2 de_lowest_ev=4.978 e_lumo_ev=0.865 total_energy_ha=-3124.49587
N -2.00400 -0.34189 0.63813 0.36
H -2.22977 -0.64617 1.57436 0.16
H -2.68482 0.37099 0.41820 0.16
H -1.97300 -1.07430 -0.05664 0.17
H -1.11737 0.13484 0.72007 0.16
O 7.04361 2.70149 -6.00191 0.09
C 5.80363 2.66311 -6.18949 -0.35
O 5.06190 1.65307 -5.81183 0.24
B 3.69110 1.84033 -6.28440 -0.85
O 3.66085 3.21481 -6.82143 0.24
C 4.87977 3.69899 -6.81341 -0.40
O 5.24118 4.79373 -7.17911 0.13
O 3.29656 0.86055 -7.37210 0.19
C 2.32437 0.03569 -7.00580 -0.33
O 1.91986 -0.96454 -7.64231 0.07
C 1.89381 0.52449 -5.54509 -0.35
O 2.71466 1.54333 -5.23745 0.22
O 0.94512 0.06945 -4.94736 0.11
O -1.44673 -8.02142 -3.18284 0.09
C -2.47205 -7.30508 -3.12825 -0.41
O -3.14112 -7.04746 -2.07481 0.25
B -4.32710 -6.22494 -2.37829 -0.82
O -4.13488 -5.96478 -3.80595 0.23
C -2.97869 -6.46455 -4.23820 -0.39
O -2.50766 -6.47844 -5.35097 0.16
O -4.41487 -5.01286 -1.49485 0.20
C -5.69159 -4.89995 -1.06283 -0.35
O -6.22993 -3.92912 -0.50614 0.09
C -6.47697 -6.11902 -1.43115 -0.40
O -5.60910 -6.91283 -2.03331 0.22
O -7.67217 -6.30773 -1.27320 0.13
O 2.27112 4.00091 1.60536 0.07
C 3.46107 4.35362 1.74392 -0.37
O 4.18267 4.81357 0.75606 0.24
B 5.56778 4.97291 1.27482 -0.78
O 5.49392 4.62517 2.71261 0.24
C 4.32653 4.16487 3.00229 -0.42
O 3.88312 3.66986 4.01312 0.12
O 6.54521 4.17003 0.45045 0.19
C 7.57908 4.96833 0.05214 -0.31
O 8.58826 4.60901 -0.59740 0.09
C 7.29629 6.39231 0.61502 -0.32
O 6.10048 6.40107 1.27461 0.18
O 8.10866 7.33891 0.53732 0.08
C 5.33641 -3.14458 1.23523 -0.16
C 4.67979 -3.55859 2.57861 -0.17
C 3.25685 -3.13568 2.45904 -0.22
O 3.09111 -2.58647 1.14377 -0.14
C 4.36169 -2.26375 0.57774 -0.21
H 5.59488 -4.05728 0.69832 0.11
H 6.23235 -2.57151 1.47398 0.11
H 5.25286 -3.10748 3.38867 0.11
H 4.70740 -4.63867 2.72272 0.10
H 3.02618 -2.43101 3.25799 0.11
H 2.59562 -3.97687 2.66706 0.11
H 4.50867 -1.20062 0.76814 0.12
H 4.32025 -2.30753 -0.51059 0.13
N -6.01774 3.01160 -0.77038 0.05
C -6.35204 3.49574 -1.98518 -0.13
C -7.48562 4.25649 -2.27087 -0.09
C -8.20664 4.66259 -1.21818 -0.09
C -7.90010 4.18341 0.08377 -0.05
C -6.82536 3.33794 0.20096 -0.20
H -5.71746 3.20517 -2.80936 0.10
H -7.64395 4.53343 -3.30269 0.11
H -9.01858 5.34525 -1.42101 0.10
H -8.49649 4.55302 0.90481 0.10
H -6.56982 2.96033 1.17999 0.10
N -2.92533 -0.56795 5.94398 0.05
C -2.26215 0.22554 6.78103 -0.16
C -2.19863 0.06031 8.16930 -0.06
C -2.82319 -1.07769 8.68656 -0.08
C -3.41072 -1.99989 7.83047 -0.09
C -3.47203 -1.68096 6.51125 -0.16
H -1.80670 1.08519 6.31202 0.10
H -1.69106 0.76619 8.81002 0.10
H -2.72529 -1.26568 9.74556 0.10
H -4.00680 -2.74963 8.32945 0.10
H -4.17744 -2.23037 5.90550 0.10